Record 1
Below is an isolated molecule of CH3ClF2Si, with properties calculated with ωB97M-V/def2-TZVPD.

```
8
Properties=species:S:1:pos:R:3
H -1.497 -0.105 -1.221
F 1.318 -0.326 -1.410
H -1.523 1.136 0.898
F 1.375 1.447 -0.111
Cl 1.799 -0.777 1.051
C 0.900 0.142 -0.213
Si -1.244 -0.077 0.120
H -1.129 -1.439 0.885
```

Results
Largest force on an atom (eV/Å): 5.2
Total charge: 0
LUMO level (eV): 0.148
Structure (SMILES): FC(F)([SiH3])Cl

Just the Löwdin charges please, in e? Sure, here they are:
1 H -0.122
2 F -0.041
3 H -0.075
4 F -0.078
5 Cl 0.563
6 C -0.980
7 Si 0.777
8 H -0.045

***

Record 2
Below is C23H67O11Zr as an isolated structure, with properties calculated with ωB97M-V/def2-TZVPD.

```
102
Properties=species:S:1:pos:R:3
H -22.477 5.220 3.589
C -22.884 6.260 -1.329
H -19.085 11.611 -2.174
H -26.631 8.025 4.198
C -19.459 10.781 -1.571
C -27.950 8.787 -1.228
H -25.918 14.231 -1.342
H -22.719 8.949 7.463
C -22.360 8.111 5.489
H -22.644 7.328 -1.226
H -21.191 9.543 -1.320
O -23.916 14.342 3.158
H -25.252 7.567 0.307
C -25.755 7.027 1.113
C -24.521 10.751 0.856
H -24.750 11.791 0.615
O -21.078 10.350 -3.188
C -23.452 15.010 0.839
H -27.438 12.343 1.873
H -22.005 4.478 -2.160
C -22.645 9.268 1.785
H -27.561 8.713 -0.206
H -23.207 5.956 -0.331
C -22.561 7.972 6.991
C -21.688 5.459 -1.814
H -27.142 13.185 -2.114
O -25.817 8.866 -2.370
C -20.928 10.510 -1.780
C -26.694 9.114 4.276
H -23.457 7.408 7.256
H -27.045 5.272 1.289
H -26.738 10.533 -1.597
H -20.367 4.561 1.393
C -27.947 14.777 -0.892
H -21.934 9.173 2.613
C -26.885 13.746 -1.218
H -28.010 10.680 4.964
H -28.930 12.466 4.023
H -24.049 16.308 2.430
H -22.260 7.119 5.043
H -29.058 13.849 2.939
H -23.176 8.649 5.011
C -23.227 10.688 1.630
H -26.830 9.400 3.226
H -26.741 14.341 1.609
O -24.006 6.173 -2.206
C -20.791 5.127 2.221
C -27.012 9.600 -2.095
H -28.946 14.392 -1.116
H -24.846 4.832 0.719
H -22.041 8.968 0.931
H -19.271 11.074 -0.533
H -24.991 6.763 1.843
C -28.377 13.299 3.587
H -27.830 15.649 -1.542
H -20.047 5.256 3.006
H -27.133 6.154 -0.295
H -26.542 7.659 1.537
H -25.380 10.337 1.386
H -18.813 9.953 -1.857
C -22.118 4.630 2.749
C -27.830 9.622 5.152
O -23.134 4.655 1.739
C -23.425 15.421 2.315
H -28.086 13.967 4.399
H -26.078 7.969 -2.608
H -21.234 5.998 -2.647
C -26.491 5.810 0.509
H -23.442 8.566 2.034
O -26.352 13.957 2.429
H -21.692 7.564 7.506
H -21.930 9.936 -3.371
H -22.586 14.375 0.614
H -24.281 14.362 0.559
H -23.953 7.005 -2.700
H -20.952 6.140 1.827
H -27.497 9.918 -3.023
H -23.405 15.894 0.208
O -21.127 8.793 5.217
H -24.378 10.190 -0.069
H -28.154 7.782 -1.594
H -22.010 3.604 3.114
H -20.951 5.380 -1.015
H -28.332 16.017 0.504
H -27.545 9.486 6.203
O -25.479 4.966 -0.009
O -29.066 8.986 4.902
Zr -22.539 12.917 4.133
H -24.914 14.228 2.934
H -21.593 11.270 -1.349
H -28.875 9.336 -1.029
H -20.398 8.395 5.703
H -28.915 8.032 4.943
H -26.868 13.023 -0.394
H -22.405 15.712 2.582
H -25.726 9.486 4.620
H -26.597 12.101 3.416
H -22.944 3.936 1.119
H -22.482 11.243 1.045
O -23.298 11.370 2.894
C -27.158 12.819 2.815
O -27.787 15.220 0.473
```

Results
Largest force on an atom (eV/Å): 7.5
Total charge: +3
LUMO level (eV): -14.423

Löwdin population analysis, charges in e, atoms 1 to 99:
1 H 0.097
2 C -0.293
3 H 0.088
4 H 0.077
5 C -0.080
6 C -0.071
7 H 0.074
8 H 0.073
9 C -0.309
10 H 0.105
11 H 0.089
12 O -0.283
13 H 0.065
14 C -0.068
15 C -0.018
16 H 0.072
17 O -0.047
18 C -0.039
19 H 0.114
20 H 0.095
21 C -0.008
22 H 0.050
23 H 0.076
24 C -0.074
25 C -0.032
26 H 0.085
27 O -0.086
28 C -0.331
29 C -0.093
30 H 0.085
31 H 0.147
32 H 0.089
33 H 0.079
34 C -0.263
35 H 0.073
36 C -0.074
37 H 0.087
38 H 0.076
39 H 0.144
40 H 0.097
41 H 0.085
42 H 0.087
43 C -0.459
44 H 0.051
45 H 0.064
46 O 0.016
47 C -0.069
48 C -0.290
49 H 0.125
50 H 0.062
51 H 0.078
52 H 0.067
53 H 0.069
54 C -0.049
55 H 0.126
56 H 0.084
57 H 0.107
58 H 0.063
59 H 0.079
60 H 0.088
61 C -0.266
62 C -0.306
63 O -0.095
64 C -0.221
65 H 0.090
66 H 0.078
67 H 0.088
68 C -0.209
69 H 0.075
70 O -0.120
71 H 0.086
72 H 0.087
73 H 0.083
74 H 0.060
75 H 0.094
76 H 0.064
77 H 0.123
78 H 0.107
79 O -0.115
80 H 0.096
81 H 0.083
82 H 0.130
83 H 0.072
84 H 0.116
85 H 0.123
86 O 0.027
87 O -0.032
88 Zr 2.092
89 H 0.080
90 H 0.096
91 H 0.089
92 H 0.090
93 H 0.098
94 H 0.050
95 H 0.122
96 H 0.056
97 H 0.095
98 H 0.111
99 H 0.128

***

Record 3
Below is an isolated molecule of C6H8I2, with properties calculated with ωB97M-V/def2-TZVPD.

```
16
Properties=species:S:1:pos:R:3
H -0.282 0.597 -1.907
C -0.634 -0.057 -1.064
H -0.940 -0.998 -1.651
H 2.398 0.597 0.650
C -1.650 0.467 -0.060
I 1.037 -2.731 -0.143
H -1.783 1.569 -0.273
H 1.587 1.189 -0.906
H -1.560 0.871 2.186
C 0.788 -0.559 -0.077
C -0.993 0.382 1.287
C 0.177 -0.264 1.331
H 2.678 -0.267 -0.981
I -3.565 -0.545 -0.164
H 0.710 -0.549 2.122
C 2.030 0.299 -0.350
```

Results
Largest force on an atom (eV/Å): 5.3
Total charge: 0
LUMO level (eV): 0.241
Structure (SMILES): C[C@@]1(I)C=C[C@H](I)C1

Just the Löwdin charges please, in e? Sure, here they are:
1 H 0.102
2 C -0.219
3 H 0.068
4 H 0.086
5 C -0.780
6 I 0.779
7 H 0.098
8 H 0.098
9 H 0.141
10 C -0.777
11 C -0.176
12 C -0.173
13 H 0.045
14 I 0.773
15 H 0.050
16 C -0.116

***

Record 4
Below is C30H33MnN9O2 as an isolated structure, with properties calculated with ωB97M-V/def2-TZVPD.

```
75
Properties=species:S:1:pos:R:3
H 3.777 -2.378 3.543
C -2.151 0.852 -2.213
H -1.422 -2.722 -2.531
C 4.390 -0.444 2.792
N 0.280 1.020 -1.697
C 3.630 2.503 2.349
N -1.195 -0.988 1.497
H -0.257 -4.594 -2.782
H 1.591 1.716 -3.105
H 2.848 -0.082 4.262
C 1.374 -2.662 -0.507
H -2.623 -1.174 -2.737
H -0.801 3.520 0.088
H 2.591 -1.598 1.238
H 2.457 -7.114 -2.240
C -2.120 -2.855 2.618
H 1.796 -6.319 -3.666
C 4.225 -1.948 2.642
C -0.800 -2.283 -1.749
H -2.900 1.167 -2.940
C 4.637 3.091 -1.129
C -3.058 -0.829 2.983
H -3.213 -0.714 -1.140
N -1.217 1.526 0.767
N 3.296 1.687 3.322
C -1.323 2.841 0.739
C -2.077 1.161 1.763
H 3.415 2.055 4.255
H 2.248 0.040 2.594
N -3.044 -2.131 3.234
H 5.186 -2.438 2.483
H -2.105 -3.919 2.818
C 2.486 1.665 0.248
C 1.639 -6.493 -2.601
C 3.596 2.433 -1.809
H 5.418 4.833 -2.125
H 5.261 3.643 0.823
O 1.545 1.080 0.867
C 2.548 1.778 -1.192
C -0.756 1.073 -2.767
H 5.949 3.304 -2.814
H 0.716 -7.063 -2.494
C 0.509 -4.306 -2.069
H -2.283 1.496 -1.351
N -2.709 2.161 2.324
O 1.353 -1.511 0.079
H -0.447 -2.899 1.248
N 3.356 -2.240 1.512
C -1.193 -2.297 1.747
H 6.631 3.864 -1.293
H 4.730 -0.018 1.846
C 5.715 3.813 -1.879
H 5.174 -0.257 3.528
C -2.381 -0.600 -1.838
N -2.217 3.220 1.657
H -2.541 4.150 1.876
H -3.813 -0.227 3.472
H 3.587 2.497 -2.893
C 1.430 1.447 -2.058
N -1.157 -1.166 -1.238
C 1.571 -5.200 -1.849
C 2.505 -4.822 -0.915
C -2.135 -0.256 2.119
C 0.376 -3.084 -1.430
H 4.086 3.423 2.704
C 3.381 -3.316 0.783
H -0.710 2.061 -3.228
H 4.151 -4.052 0.994
C 3.096 0.236 3.250
C 2.426 -3.588 -0.234
C 3.536 2.364 0.944
H -0.498 0.344 -3.542
C 4.532 3.096 0.234
Mn -0.038 -0.004 0.033
H 3.327 -5.488 -0.677
```

Results
Largest force on an atom (eV/Å): 0.6
Total charge: +2
LUMO level (alpha / beta) (eV): -5.636 / -5.637
Spin multiplicity: 2

Just the Löwdin charges please, in e? Sure, here they are:
1 H 0.139
2 C -0.165
3 H 0.135
4 C -0.140
5 N -0.017
6 C 0.006
7 N 0.062
8 H 0.136
9 H 0.140
10 H 0.138
11 C -0.275
12 H 0.119
13 H 0.149
14 H 0.112
15 H 0.084
16 C -0.077
17 H 0.093
18 C -0.137
19 C -0.055
20 H 0.129
21 C -0.253
22 C -0.033
23 H 0.129
24 N 0.049
25 N 0.088
26 C -0.095
27 C -0.278
28 H 0.163
29 H 0.100
30 N 0.117
31 H 0.137
32 H 0.121
33 C -0.274
34 C -0.034
35 C 0.043
36 H 0.094
37 H 0.132
38 O -0.093
39 C -0.099
40 C -0.166
41 H 0.087
42 H 0.091
43 C 0.050
44 H 0.083
45 N 0.162
46 O -0.121
47 H 0.109
48 N 0.079
49 C -0.059
50 H 0.086
51 H 0.123
52 C -0.034
53 H 0.131
54 C -0.169
55 N 0.059
56 H 0.175
57 H 0.132
58 H 0.133
59 C -0.066
60 N -0.026
61 C -0.248
62 C 0.035
63 C -0.158
64 C -0.109
65 H 0.153
66 C 0.035
67 H 0.126
68 H 0.156
69 C -0.137
70 C -0.108
71 C -0.116
72 H 0.133
73 C 0.025
74 Mn 0.626
75 H 0.132

***

Record 5
Below is C34H23AuIN4PSe as an isolated structure, with properties calculated with ωB97M-V/def2-TZVPD.

```
65
Properties=species:S:1:pos:R:3
C 2.928 0.965 3.335
H -5.571 -2.921 -1.544
H -1.554 1.994 2.682
C -1.532 1.090 3.277
I -2.185 2.185 -0.677
C -1.469 -0.170 2.717
N -1.505 0.172 8.018
H 4.171 2.296 -3.333
Se -0.361 -4.973 0.092
C -1.446 -1.347 3.439
H 1.838 -4.328 -3.469
H -1.406 -2.319 2.963
C 2.495 1.574 -2.186
C 0.446 2.900 -2.220
H 3.424 1.099 4.288
N -1.885 -5.439 -0.640
C 2.217 -1.932 -1.105
C -3.952 -4.257 -1.208
H 3.231 3.004 2.730
C 2.408 -0.280 2.996
C -4.559 -3.045 -1.185
C -2.617 -4.338 -0.709
N -0.776 -3.257 0.270
H -1.588 2.137 5.149
C 1.122 3.800 -3.101
C 0.476 4.950 -3.617
Au -1.287 -0.338 0.641
H -2.536 4.603 -2.178
H 3.050 0.707 -1.851
H -0.062 -2.873 -4.098
H 2.495 -1.111 3.683
C 1.637 -3.427 -2.903
C 2.463 3.563 -3.484
H -4.449 -5.144 -1.580
C 1.776 -0.452 1.779
H 2.869 -1.668 -0.282
H 1.365 -1.422 1.516
C 2.822 2.041 2.458
H -1.435 -2.141 5.434
C 1.679 0.629 0.884
C 2.459 -3.087 -1.834
C 3.146 2.476 -3.038
H 2.936 4.271 -4.154
C 2.195 1.881 1.235
H -1.304 6.118 -3.691
C -1.460 -1.247 4.825
N -2.642 -1.919 -0.238
C -1.509 4.376 -2.433
C -1.506 0.008 5.431
C 1.150 -1.109 -1.469
C -0.897 3.267 -1.926
C -0.810 5.240 -3.297
C -1.994 -3.143 -0.212
P 0.760 0.422 -0.628
C -1.546 1.170 4.664
H -0.508 -0.811 -2.823
C 0.569 -2.611 -3.258
C -3.868 -1.901 -0.693
C 1.192 1.763 -1.768
H -4.365 -0.937 -0.698
H 3.299 -3.718 -1.573
H 2.112 2.719 0.555
C -1.508 0.103 6.872
H 1.038 5.596 -4.281
C 0.322 -1.454 -2.542
```

Results
Largest force on an atom (eV/Å): 0.7
Total charge: +2
LUMO level (alpha / beta) (eV): -6.665 / -8.853
Spin multiplicity: 3

Just the Löwdin charges please, in e? Sure, here they are:
1 C -0.023
2 H 0.124
3 H 0.084
4 C -0.097
5 I 1.122
6 C -0.237
7 N 0.194
8 H 0.126
9 Se 1.218
10 C -0.095
11 H 0.123
12 H 0.094
13 C -0.070
14 C -0.185
15 H 0.124
16 N -0.196
17 C -0.081
18 C 0.047
19 H 0.123
20 C -0.042
21 C -0.016
22 C -0.374
23 N -0.237
24 H 0.134
25 C -0.139
26 C 0.000
27 Au 0.720
28 H 0.094
29 H 0.115
30 H 0.121
31 H 0.122
32 C -0.050
33 C 0.015
34 H 0.139
35 C -0.120
36 H 0.110
37 H 0.092
38 C -0.035
39 H 0.133
40 C -0.370
41 C -0.058
42 C -0.025
43 H 0.134
44 C -0.056
45 H 0.126
46 C -0.006
47 N 0.000
48 C -0.151
49 C -0.208
50 C -0.389
51 C -0.594
52 C -0.034
53 C -0.478
54 P 1.016
55 C -0.005
56 H 0.113
57 C -0.050
58 C -0.083
59 C -0.290
60 H 0.120
61 H 0.122
62 H 0.115
63 C -0.162
64 H 0.131
65 C -0.094

***

Record 6
Below is an isolated molecule of C3H6N4O, with properties calculated with ωB97M-V/def2-TZVPD.

```
14
Properties=species:S:1:pos:R:3
N 0.467 0.577 -0.823
N 1.656 -1.390 -0.175
H -0.884 -1.998 -0.172
N -2.917 -0.115 0.129
H 1.161 2.481 0.338
C -1.577 -0.071 -0.308
H -3.108 -1.122 0.785
C 0.671 -0.755 -0.308
H 2.109 1.014 0.362
C 1.051 1.397 0.423
N -0.568 -1.088 -0.303
H 2.390 -0.851 -0.336
H 0.433 0.927 1.301
O -0.883 0.994 -0.914
```

Results
Largest force on an atom (eV/Å): 7.7
Total charge: 0
LUMO level (eV): 0.676
Structure (SMILES): [H]/N=c1/[nH]/c(=N\[H])on1C

Just the Löwdin charges please, in e? Sure, here they are:
1 N -0.049
2 N 0.227
3 H 0.135
4 N 0.048
5 H 0.076
6 C -0.336
7 H 0.128
8 C -0.623
9 H 0.081
10 C 0.017
11 N 0.157
12 H 0.008
13 H 0.129
14 O 0.003